53
Properties=species:S:1:pos:R:3:mulliken_charge:R:1 method="wB97M-V/def2-TZVPD" relative_energy_kcal_mol=22.0 energy_ev=-182083.11230 gap_ev=7.97 homo_energy_ev=-8.0397 spin_multiplicity=1 fmax_ev_per_a=0.89 lumo_ev=-0.07
In -0.048 -0.370 0.271 0.907
Se 3.304 0.059 -0.336 -0.386
P 2.578 2.053 -0.122 0.264
Se 0.383 2.277 -0.009 -0.471
C 3.173 3.024 -1.555 1.015
C 2.303 3.782 -2.329 -0.338
C 2.751 4.373 -3.502 -0.658
C 4.069 4.216 -3.899 -0.431
C 4.948 3.483 -3.112 -0.710
C 4.503 2.883 -1.947 -0.308
C 3.308 2.798 1.383 1.003
C 2.536 3.534 2.275 -0.300
C 3.096 4.007 3.453 -0.628
C 4.428 3.752 3.740 -0.436
C 5.205 3.030 2.844 -0.717
C 4.647 2.547 1.672 -0.414
H 1.274 3.900 -2.018 0.183
H 2.064 4.942 -4.115 0.382
H 4.414 4.655 -4.826 0.378
H 5.978 3.357 -3.417 0.372
H 5.180 2.282 -1.356 0.238
H 1.497 3.731 2.049 0.226
H 2.487 4.564 4.153 0.380
H 4.863 4.109 4.665 0.380
H 6.244 2.825 3.066 0.374
H 5.244 1.952 0.994 0.256
C -4.136 -2.201 1.022 -1.025
Si -3.498 -0.893 -0.189 0.426
C -3.292 -1.725 -1.882 -0.943
C -4.838 0.421 -0.383 -1.078
O -2.093 -0.284 0.306 -0.575
H -5.207 -2.372 0.886 0.363
H -3.984 -1.878 2.055 0.269
H -3.632 -3.161 0.897 0.279
H -4.176 -2.301 -2.163 0.349
H -2.432 -2.402 -1.883 0.179
H -3.123 -0.976 -2.660 0.284
H -5.784 -0.049 -0.664 0.314
H -4.574 1.139 -1.162 0.278
H -5.001 0.977 0.543 0.290
C -0.649 -3.863 1.033 -0.967
Si 0.830 -2.890 0.394 0.017
C 2.287 -2.984 1.577 -0.912
C 1.314 -3.158 -1.406 -0.947
H -0.346 -4.854 1.378 0.438
H -1.403 -3.984 0.254 0.220
H -1.117 -3.333 1.864 0.308
H 2.505 -4.017 1.861 0.361
H 2.105 -2.407 2.484 0.301
H 3.176 -2.570 1.103 0.269
H 1.670 -4.174 -1.594 0.368
H 2.119 -2.464 -1.656 0.282
H 0.470 -2.960 -2.068 0.289

36
Properties=species:S:1:pos:R:3:mulliken_charge:R:1 method="wB97M-V/def2-TZVPD" energy_ev=-55683.16332 gap_ev="4.10 / 5.91" homo_energy_ev="-4.4364 / -6.0321" spin_multiplicity=5 fmax_ev_per_a=9.37 lumo_ev="-0.34 / -0.12" s2=6.152
C -0.202 1.465 2.458 -0.814
C -0.322 -1.363 2.535 -0.601
H 0.769 1.800 2.746 0.368
H -0.792 1.092 3.402 0.143
H -0.851 2.223 2.050 0.375
H 0.063 -2.305 2.186 0.359
H 0.490 -1.125 3.430 -0.008
H -1.288 -1.373 2.922 0.361
C 0.488 2.653 -0.553 -0.159
C 0.847 3.448 -1.638 -0.738
C 1.079 2.836 -2.869 -0.494
C 0.946 1.457 -2.971 -0.778
H 0.314 3.070 0.430 0.312
H 0.948 4.519 -1.507 0.386
H 1.369 3.421 -3.734 0.427
H 1.138 0.957 -3.914 0.280
N 0.360 1.328 -0.660 0.017
C 0.580 0.702 -1.848 0.770
C 0.449 -0.751 -1.864 0.624
N 0.184 -1.361 -0.677 -0.108
C 0.058 -2.688 -0.607 -0.071
C 0.477 -2.908 -2.957 -0.505
C 0.203 -3.502 -1.727 -0.797
H -0.152 -3.097 0.372 0.292
H 0.102 -4.577 -1.624 0.390
C 0.597 -1.524 -3.022 -0.704
H 0.806 -1.038 -3.968 0.284
H 0.596 -3.508 -3.851 0.423
Fe -0.004 0.002 1.038 0.005
C -2.065 0.032 0.862 -1.295
H -2.404 -1.005 0.755 0.292
H -2.303 0.605 -0.046 0.311
H -2.527 0.497 1.737 0.356
O 0.002 0.001 5.567 0.006
C 0.005 0.011 4.487 -0.310
N 0.042 0.005 3.058 0.602

12
Properties=species:S:1:pos:R:3:mulliken_charge:R:1 method="wB97M-V/def2-TZVPD" relative_energy_kcal_mol=11.4 energy_ev=-14529.60123 gap_ev=6.77 homo_energy_ev=-2.6823 spin_multiplicity=1 fmax_ev_per_a=1.22 lumo_ev=4.09 total_charge=-1
S 2.801 -0.379 -1.164 -0.848
H 3.352 0.073 -2.253 -0.059
C -0.103 -0.843 1.039 -0.717
N -0.046 0.446 0.356 -0.289
C -1.327 0.855 -0.192 -0.882
H -0.030 -0.691 2.119 0.218
H -0.999 -1.432 0.808 0.250
H 0.746 -1.451 0.723 0.251
H 0.620 0.350 -0.426 0.179
H -1.931 0.110 -0.733 0.298
H -1.166 1.670 -0.902 0.327
H -1.917 1.292 0.624 0.270

17
Properties=species:S:1:pos:R:3:mulliken_charge:R:1 method="wB97M-V/def2-TZVPD" relative_energy_kcal_mol=157.7 energy_ev=-7414.19614 gap_ev=8.75 homo_energy_ev=-7.8091 spin_multiplicity=1 fmax_ev_per_a=4.67 lumo_ev=0.95
C -1.128 -0.623 -1.587 -1.396
C -0.223 -0.217 -0.217 0.959
C -0.836 0.682 0.855 -0.557
C 0.602 1.143 1.088 -0.432
C 1.544 -0.099 0.879 -0.355
C 0.666 -1.299 0.502 -0.998
C 1.042 0.698 -0.277 -0.618
H -2.101 -1.065 -1.325 0.304
H -1.240 0.379 -1.975 0.436
H -0.719 -1.234 -2.434 0.411
H -1.381 0.188 1.670 0.275
H -1.436 1.463 0.384 0.331
H 0.893 2.066 1.589 0.398
H 2.551 -0.041 1.312 0.405
H 0.186 -1.809 1.355 0.166
H 0.031 -1.414 -0.722 0.219
H 1.551 1.183 -1.099 0.454

85
Properties=species:S:1:pos:R:3:mulliken_charge:R:1 method="wB97M-V/def2-TZVPD" relative_energy_kcal_mol=0.0 energy_ev=-133111.09339 gap_ev="6.03 / 5.71" homo_energy_ev="-1.9424 / -1.6185" spin_multiplicity=1 fmax_ev_per_a=1.28 lumo_ev="4.09 / 4.09" total_charge=-2
Ru -1.195 -1.180 0.400 0.214
S -0.491 -0.674 2.735 -0.582
P 1.181 -0.284 1.674 1.768
C 0.753 -0.534 0.088 -0.413
P 0.960 -1.023 -1.489 1.539
S -0.839 -1.750 -2.017 -0.657
C 1.436 0.394 -2.554 -0.177
C 0.777 0.683 -3.740 -0.493
C 1.103 1.826 -4.461 -0.569
C 2.082 2.690 -3.994 -0.458
C 2.742 2.408 -2.804 -0.653
C 2.418 1.266 -2.090 0.181
C 2.364 -2.173 -1.721 0.055
C 3.242 -2.120 -2.799 -0.663
C 4.285 -3.032 -2.894 -0.580
C 4.465 -3.990 -1.906 -0.673
C 3.600 -4.036 -0.821 -0.695
C 2.555 -3.132 -0.728 0.384
C 2.645 -1.211 2.236 0.339
C 3.900 -0.860 1.738 -0.215
C 5.011 -1.630 2.034 -0.648
C 4.878 -2.753 2.842 -0.471
C 3.633 -3.105 3.339 -0.430
C 2.515 -2.339 3.034 -0.705
C 1.672 1.457 1.966 0.309
C 1.247 2.403 1.040 -0.230
C 1.471 3.754 1.265 -0.814
C 2.128 4.164 2.415 -0.630
C 2.558 3.223 3.343 -0.719
C 2.329 1.874 3.120 -0.599
H -0.018 0.025 -4.068 0.357
H 0.570 2.056 -5.376 0.383
H 2.314 3.595 -4.543 0.344
H 3.491 3.090 -2.422 0.412
H 2.902 1.062 -1.141 0.267
H 3.106 -1.377 -3.575 0.391
H 4.961 -2.989 -3.741 0.382
H 5.282 -4.698 -1.980 0.364
H 3.725 -4.782 -0.045 0.467
H 1.870 -3.164 0.112 0.022
H 4.001 0.016 1.106 0.206
H 5.979 -1.361 1.629 0.398
H 5.746 -3.361 3.071 0.362
H 3.524 -3.991 3.954 0.442
H 1.528 -2.621 3.383 0.385
H 0.715 2.064 0.158 0.637
H 1.118 4.482 0.544 0.417
H 2.298 5.219 2.596 0.381
H 3.065 3.544 4.246 0.375
H 2.653 1.140 3.850 0.456
C -1.876 0.465 0.107 -0.018
C -2.051 1.708 -0.069 -0.874
C -2.101 3.047 -0.096 0.464
C -1.921 3.748 -1.387 0.554
C -2.252 3.096 -2.582 -0.446
C -2.021 3.691 -3.808 -0.645
C -1.448 4.955 -3.885 -0.502
C -1.104 5.610 -2.712 -1.126
C -1.338 5.017 -1.480 -0.007
C -2.231 3.805 1.171 0.185
C -2.884 5.039 1.239 -0.321
C -3.030 5.707 2.445 -0.671
C -2.517 5.161 3.613 -0.478
C -1.873 3.931 3.560 -0.810
C -1.736 3.258 2.359 0.066
H -2.672 2.100 -2.522 0.413
H -2.283 3.157 -4.714 0.416
H -1.262 5.416 -4.848 0.384
H -0.637 6.588 -2.753 0.366
H -1.039 5.534 -0.577 0.539
H -3.309 5.466 0.339 0.505
H -3.554 6.656 2.472 0.358
H -2.625 5.685 4.556 0.360
H -1.474 3.483 4.462 0.422
H -1.257 2.285 2.331 0.326
O -4.962 -3.252 1.645 -0.754
C -3.955 -2.696 1.281 0.641
N -2.972 -2.154 0.929 -0.931
Cl -1.066 -6.769 1.712 -0.193
C 0.038 -5.677 0.847 0.515
Cl 1.422 -5.329 1.912 -0.149
Cl 0.669 -6.521 -0.597 -0.182
C -0.772 -4.372 0.360 0.018
O -1.693 -4.646 -0.385 -0.601
O -0.293 -3.302 0.802 0.015

59
Properties=species:S:1:pos:R:3:mulliken_charge:R:1 method="wB97M-V/def2-TZVPD" relative_energy_kcal_mol=0.0 energy_ev=-127488.47716 gap_ev=7.28 homo_energy_ev=-14.5286 spin_multiplicity=1 fmax_ev_per_a=5.99 lumo_ev=-7.25 total_charge=+2
C -2.509 3.722 1.964 -0.838
C -2.179 3.048 0.772 0.758
H -2.641 4.801 1.797 0.401
H -1.713 3.530 2.705 0.342
H -3.453 3.288 2.350 0.312
O -1.742 2.782 -0.275 -0.180
Cl -2.578 0.481 1.920 -0.582
La -1.541 -1.152 -0.031 1.734
P -4.162 0.498 -0.820 0.660
C -4.766 0.998 -2.470 -1.359
C -5.185 -1.010 -0.533 -1.297
H -5.024 1.516 1.225 0.294
H -6.202 1.558 -0.133 0.498
H -4.848 2.729 -0.061 0.341
C -5.149 1.697 0.152 -1.300
H -5.053 -1.355 0.504 0.383
H -6.229 -0.709 -0.696 0.418
H -5.861 1.104 -2.433 0.439
H -4.486 0.256 -3.227 0.417
H -4.884 -1.824 -1.215 0.385
H -4.310 1.961 -2.741 0.370
C -1.752 0.434 -2.172 0.111
O -1.468 1.107 -3.066 -0.228
Cl -2.226 -3.642 -0.623 -0.607
O 0.370 -0.108 0.160 -0.218
As 2.075 -0.470 0.124 1.196
C 2.168 -1.647 1.638 0.523
C 1.729 -1.183 2.883 -0.419
C 1.615 -2.081 3.947 -0.625
C 1.948 -3.431 3.766 -0.540
C 2.442 -3.874 2.529 -0.732
C 2.576 -2.974 1.464 -0.095
C 2.145 -1.465 -1.538 0.598
C 2.882 -0.950 -2.615 -0.425
C 2.822 -1.592 -3.858 -0.715
C 1.983 -2.695 -4.043 -0.562
C 1.209 -3.171 -2.981 -1.045
C 1.315 -2.582 -1.718 -0.473
C 3.005 1.190 0.429 0.598
C 2.512 2.117 1.364 -0.391
C 3.257 3.266 1.659 -0.678
C 4.449 3.524 0.971 -0.461
C 4.913 2.623 0.001 -0.800
C 4.204 1.443 -0.254 -0.331
H 1.485 -0.131 3.021 0.218
H 1.271 -1.724 4.919 0.418
H 1.837 -4.139 4.593 0.411
H 2.734 -4.921 2.390 0.404
H 3.013 -3.291 0.514 0.509
H 3.498 -0.061 -2.474 0.175
H 3.435 -1.215 -4.678 0.431
H 1.934 -3.178 -5.015 0.428
H 0.508 -3.993 -3.118 0.458
H 0.749 -3.012 -0.879 0.826
H 1.547 1.943 1.857 0.282
H 2.900 3.968 2.420 0.392
H 5.020 4.436 1.180 0.395
H 5.826 2.840 -0.565 0.399
H 4.586 0.722 -0.987 0.375

14
Properties=species:S:1:pos:R:3:mulliken_charge:R:1 method="wB97M-V/def2-TZVPD" relative_energy_kcal_mol=0.0 energy_ev=-26255.80918 gap_ev="4.98 / 7.60" homo_energy_ev="-4.4700 / -7.3201" spin_multiplicity=8 fmax_ev_per_a=2.10 lumo_ev="0.51 / 0.28" s2=15.758
O 0.973 -1.821 -0.916 -0.430
C -0.202 -1.762 -1.215 0.144
C -1.201 -0.888 -0.511 -0.564
O -0.679 -0.220 0.591 -0.392
C -0.053 1.076 0.321 -0.085
C 1.166 1.403 1.129 -1.453
Sm 2.283 -0.781 1.641 0.582
H -0.585 -2.319 -2.095 0.357
H -2.034 -1.541 -0.196 0.335
H -1.608 -0.181 -1.259 0.354
H -0.790 1.813 0.671 0.229
H -0.027 1.187 -0.775 0.371
H 1.836 2.076 0.567 0.255
H 0.919 1.959 2.048 0.298

62
Properties=species:S:1:pos:R:3:mulliken_charge:R:1 method="wB97M-V/def2-TZVPD" energy_ev=-131471.21218 gap_ev="9.41 / 2.85" homo_energy_ev="-12.8818 / -12.8806" spin_multiplicity=2 fmax_ev_per_a=3.46 lumo_ev="-3.47 / -10.04" total_charge=+1 s2=0.759
Na -0.253 0.962 0.593 0.794
As -2.733 3.093 2.230 2.033
F -1.540 3.692 3.467 -0.512
F -2.861 4.753 1.702 -0.479
F -3.739 2.552 0.859 -0.463
F -2.539 1.280 2.686 -0.523
F -4.143 3.341 3.329 -0.472
F -1.213 2.872 1.240 -0.587
C -4.108 -0.945 -3.573 -1.024
C -3.573 0.233 -4.498 -0.426
C -3.180 1.471 -3.550 -0.419
C -2.143 1.266 -2.570 0.066
N -1.358 1.113 -1.751 -0.219
H -5.056 -0.617 -3.147 0.333
H -3.341 -1.161 -2.829 0.219
H -4.300 -1.866 -4.125 0.349
H -4.163 0.627 -5.325 0.330
H -2.719 -0.253 -4.969 0.262
H -3.981 1.722 -2.854 0.243
H -2.830 2.300 -4.165 0.347
C -2.184 -4.848 3.284 -1.438
C -1.754 -3.686 2.409 -0.112
C -2.368 -2.283 2.698 -0.679
C -2.186 -1.382 1.619 0.525
N -2.031 -0.737 0.656 -0.410
H -2.189 -4.551 4.333 0.314
H -1.561 -5.731 3.144 0.388
H -3.150 -5.340 3.175 0.364
H -2.141 -4.020 1.446 0.256
H -0.681 -3.656 2.224 0.270
H -1.990 -1.918 3.653 0.313
H -3.410 -2.473 2.956 0.340
C 1.549 -2.692 -3.562 -0.725
C 2.871 -2.258 -2.926 -0.543
C 2.913 -2.725 -1.425 -0.756
S 1.199 -2.437 -0.834 0.932
O 1.155 -1.127 -0.182 -0.485
O 0.475 -3.577 -0.185 -0.629
C 0.485 -2.349 -2.582 -0.556
H 1.585 -3.765 -3.752 0.332
H 1.274 -2.245 -4.518 0.360
H 2.943 -1.177 -3.039 0.272
H 3.674 -2.756 -3.470 0.362
H 3.675 -2.258 -0.802 0.383
H 3.206 -3.773 -1.371 0.383
H 0.413 -1.283 -2.797 0.179
H -0.517 -2.758 -2.707 0.491
C 5.177 3.621 1.586 -0.667
C 4.002 4.697 1.561 -0.572
C 3.110 4.237 2.766 -0.601
S 2.840 2.354 2.553 1.002
O 1.817 2.033 1.525 -0.310
O 2.849 1.794 3.914 -0.391
C 4.455 2.233 1.590 -0.547
H 5.919 3.635 2.384 0.346
H 5.782 3.771 0.692 0.372
H 3.435 4.575 0.638 0.307
H 4.222 5.765 1.572 0.410
H 2.142 4.739 2.748 0.450
H 3.523 4.482 3.745 0.406
H 4.112 1.977 0.588 0.383
H 5.132 1.455 1.943 0.429